[1]
Computed, not measured: a molecular structure, C18H35AuN3SSi3, with ωB97M-V/def2-TZVPD.

```
! RIJCOSX wB97M-V def2-TZVPD def2/J DEFGRID3
* xyz 1 1
Au -0.1970 -0.0741 -0.6851
C 4.8249 -1.0863 4.1825
Si 3.0516 -0.9907 3.5989
C 2.1737 0.4687 4.3788
C 2.1509 -2.5961 3.9313
C 3.0951 -0.6981 1.7150
C 4.2915 -0.5733 1.0114
C 4.3239 -0.3390 -0.3586
C 3.1296 -0.2072 -1.0343
N 1.9662 -0.3253 -0.3945
C 1.9507 -0.5805 0.9295
S 0.2702 -0.7500 1.4893
H 4.8382 -1.2679 5.2589
H 5.3707 -0.1582 4.0046
H 5.3725 -1.9044 3.7115
H 2.1954 0.3817 5.4668
H 1.1281 0.5330 4.0752
H 2.6636 1.4073 4.1127
H 2.1815 -2.8272 4.9978
H 2.6186 -3.4260 3.3986
H 1.1018 -2.5580 3.6352
H 5.2309 -0.6625 1.5434
H 5.2612 -0.2559 -0.8890
H 3.0803 -0.0043 -2.0957
C -1.1652 -1.9340 -3.0592
Si -2.2548 -2.0884 -1.5199
C -1.5970 -3.4293 -0.3914
C -4.0073 -2.5081 -2.0300
C -2.2317 -0.3876 -0.6370
Si -3.1177 1.1538 -1.2951
C -2.7833 2.5951 -0.1407
C -4.9679 0.8642 -1.3440
C -2.5206 1.4732 -3.0573
H -1.0577 -2.9063 -3.5449
H -0.1414 -1.5994 -2.8411
H -1.5888 -1.2411 -3.7878
H -1.6368 -4.4027 -0.8834
H -2.2000 -3.4967 0.5169
H -0.5656 -3.2513 -0.0860
H -4.0171 -3.5222 -2.4378
H -4.3956 -1.8421 -2.7994
H -4.6902 -2.4890 -1.1795
H -2.5783 -0.5512 0.3903
H -3.4510 2.5340 0.7213
H -2.9690 3.5539 -0.6283
H -1.7594 2.6052 0.2342
H -5.3760 0.6300 -0.3596
H -5.2678 0.0800 -2.0351
H -5.4387 1.7937 -1.6774
H -1.5127 1.0972 -3.2440
H -2.5270 2.5385 -3.2947
H -3.1809 0.9748 -3.7704
N 0.8549 4.2366 -2.0079
C 0.9998 4.2874 -0.6439
C 0.7452 3.0274 -0.2032
N 0.4490 2.2171 -1.2746
C 0.5207 2.9758 -2.3439
H 0.9809 5.0023 -2.6490
H 1.2620 5.1909 -0.1248
H 0.7587 2.6474 0.8050
H 0.3543 2.6653 -3.3605
*
```

Summary:
ΔE to the lowest compared entry with this formula, charge and spin	42.23	kJ/mol
HOMO-LUMO gap	6.7893	eV

Here is what natural (NBO) gives for the atomic charges, in e:
1 Au 1.109
2 C -1.120
3 Si 1.613
4 C -1.113
5 C -1.114
6 C -0.486
7 C -0.105
8 C -0.263
9 C 0.069
10 N -0.578
11 C 0.091
12 S -0.018
13 H 0.256
14 H 0.244
15 H 0.245
16 H 0.252
17 H 0.245
18 H 0.242
19 H 0.252
20 H 0.247
21 H 0.244
22 H 0.231
23 H 0.240
24 H 0.214
25 C -1.123
26 Si 1.623
27 C -1.122
28 C -1.111
29 C -1.275
30 Si 1.642
31 C -1.117
32 C -1.110
33 C -1.122
34 H 0.260
35 H 0.216
36 H 0.244
37 H 0.251
38 H 0.247
39 H 0.244
40 H 0.253
41 H 0.240
42 H 0.248
43 H 0.246
44 H 0.248
45 H 0.245
46 H 0.234
47 H 0.245
48 H 0.242
49 H 0.250
50 H 0.215
51 H 0.245
52 H 0.250
53 N -0.495
54 C -0.079
55 C -0.098
56 N -0.566
57 C 0.195
58 H 0.437
59 H 0.242
60 H 0.233
61 H 0.221

***

[2]
Computed, not measured: C5H8ClN in the gas phase in a non-equilibrium geometry, with ωB97M-V/def2-TZVPD.

```
! RIJCOSX wB97M-V def2-TZVPD def2/J DEFGRID3
* xyz 0 1
C -1.2822 0.8568 -1.1892
C -0.0672 -0.1078 -0.9009
C 0.1229 -0.3315 0.5572
C 1.4194 -0.9546 0.9229
Cl -1.2094 -1.3653 1.3427
C 0.0795 0.9169 1.3210
N -0.0483 2.0198 1.6331
H -2.2605 0.4237 -0.7643
H -1.4414 0.7658 -2.2698
H -1.0270 1.8033 -0.7585
H 0.8086 0.5019 -1.0684
H -0.0439 -1.0433 -1.5485
H 1.3818 -1.9673 0.2844
H 2.1245 -0.2885 0.4253
H 1.4432 -1.2299 2.0128
*
```

Summary:
structure (SMILES)	CC[C@](C)(Cl)C#N
ΔE to the lowest compared entry with this formula, charge and spin	76.14	kJ/mol
HOMO-LUMO gap	11.9687	eV

Here is what natural (NBO) gives for the atomic charges, in e:
1 C -0.616
2 C -0.418
3 C -0.061
4 C -0.619
5 Cl -0.073
6 C 0.253
7 N -0.290
8 H 0.220
9 H 0.221
10 H 0.229
11 H 0.216
12 H 0.238
13 H 0.217
14 H 0.229
15 H 0.253

***

[3]
Computed, not measured: 2 unconnected molecules or ions with the total composition C3H6O3, with ωB97M-V/def2-TZVPD.

```
! RIJCOSX wB97M-V def2-TZVPD def2/J DEFGRID3
* xyz 0 1
O 0.5949 -0.0425 -2.3318
C 0.9199 0.9259 -1.7743
O 1.2572 1.8876 -1.2040
C 0.3523 -0.8615 0.8119
C -0.9841 -0.2683 0.3843
O -1.0604 1.1387 0.5433
H 0.3111 -1.9546 0.7694
H 0.5903 -0.5584 1.8358
H 1.1890 -0.5508 0.1712
H -1.2080 -0.5459 -0.6565
H -1.7823 -0.6900 1.0040
H -0.1799 1.5200 0.4468
*
```

Summary:
structure (SMILES)	O=C=O.CCO
ΔE to the lowest compared entry with this formula, charge and spin	14.49	kJ/mol
HOMO-LUMO gap	10.9161	eV

Here is what natural (NBO) gives for the atomic charges, in e:
1 O -0.504
2 C 1.032
3 O -0.528
4 C -0.639
5 C -0.070
6 O -0.724
7 H 0.223
8 H 0.214
9 H 0.188
10 H 0.162
11 H 0.177
12 H 0.468

***

[4]
Computed, not measured: CH5N3O2S in the gas phase, with ωB97M-V/def2-TZVPD.

```
! RIJCOSX wB97M-V def2-TZVPD def2/J DEFGRID3
* xyz 0 1
O -1.3974 1.8542 -0.1231
N -0.0517 1.4285 -0.0612
C -0.0140 0.1595 -0.2097
N -1.1329 -0.6202 -0.5021
O -1.0666 -1.9409 -0.0504
N 1.1607 -0.5533 -0.1170
S 2.6818 0.1951 -0.2495
H -1.3178 2.7949 0.0005
H -2.0038 -0.1511 -0.2160
H -0.9815 -1.9185 0.9092
H 1.1407 -1.5075 -0.4635
H 2.9824 0.2594 1.0827
*
```

Summary:
structure (SMILES)	O/N=C(\NO)NS
ΔE to the lowest compared entry with this formula, charge and spin	329.41	kJ/mol
HOMO-LUMO gap	9.2048	eV

Here is what natural (NBO) gives for the atomic charges, in e:
1 O -0.611
2 N -0.254
3 C 0.464
4 N -0.331
5 O -0.552
6 N -0.771
7 S 0.205
8 H 0.484
9 H 0.387
10 H 0.456
11 H 0.419
12 H 0.104

***

[5]
Computed, not measured: 2 unconnected molecules or ions with the total composition C8H12O2 in a non-equilibrium geometry, with ωB97M-V/def2-TZVPD.

```
! RIJCOSX wB97M-V def2-TZVPD def2/J DEFGRID3
* xyz 0 1
C 3.1673 2.3405 0.6430
C 1.9526 1.5748 0.1196
C 2.1659 0.4158 -0.6264
C 1.1227 -0.3528 -1.0421
C -0.2233 0.0849 -0.8830
O -1.1775 -0.7832 -1.3170
C -0.4807 1.2476 -0.1869
C 0.6303 1.9751 0.2906
H 3.5156 1.9147 1.6144
H 2.9596 3.3822 0.9312
H 3.8856 2.3642 -0.0919
H 3.2075 0.1334 -0.8340
H 1.2954 -1.2462 -1.6049
H -0.7645 -1.4397 -1.9121
H -1.5128 1.4412 -0.0124
H 0.5332 2.9525 0.7162
C -2.5834 -2.1417 1.5151
O -3.4033 -3.2016 0.9763
H -3.2178 -1.3724 1.9442
H -1.8515 -2.6522 2.1757
H -1.9264 -1.7714 0.7840
H -3.6515 -2.9325 0.0887
*
```

Summary:
structure (SMILES)	Cc1ccc(O)cc1.CO
ΔE to the lowest compared entry with this formula, charge and spin	85.50	kJ/mol
HOMO-LUMO gap	9.2216	eV

Here is what natural (NBO) gives for the atomic charges, in e:
1 C -0.622
2 C -0.047
3 C -0.177
4 C -0.287
5 C 0.311
6 O -0.680
7 C -0.287
8 C -0.182
9 H 0.220
10 H 0.214
11 H 0.213
12 H 0.208
13 H 0.198
14 H 0.483
15 H 0.227
16 H 0.210
17 C -0.262
18 O -0.730
19 H 0.169
20 H 0.179
21 H 0.181
22 H 0.461

***

[6]
Computed, not measured: C4H9NO in the gas phase in a non-equilibrium geometry, with ωB97M-V/def2-TZVPD.

```
! RIJCOSX wB97M-V def2-TZVPD def2/J DEFGRID3
* xyz 0 1
C -0.5590 -2.2146 0.5756
C 0.6150 -1.2134 0.6291
C 0.1691 0.1746 0.0252
O -0.7248 0.5696 0.7582
N 0.5897 1.1101 -0.9289
C -0.0866 2.4116 -0.7744
H -0.8308 -2.4345 -0.4593
H -0.3019 -3.1627 1.0669
H -1.4439 -1.8124 1.0813
H 0.7656 -0.9826 1.6999
H 1.5374 -1.6645 0.2694
H 1.0611 0.9607 -1.8132
H -1.1680 2.3377 -0.9362
H 0.0503 2.7519 0.2557
H 0.3269 3.1686 -1.4492
*
```

Summary:
structure (SMILES)	CCC(=O)NC
ΔE to the lowest compared entry with this formula, charge and spin	126.72	kJ/mol
HOMO-LUMO gap	10.3935	eV

Here is what natural (NBO) gives for the atomic charges, in e:
1 C -0.600
2 C -0.459
3 C 0.654
4 O -0.640
5 N -0.634
6 C -0.411
7 H 0.200
8 H 0.209
9 H 0.230
10 H 0.235
11 H 0.201
12 H 0.402
13 H 0.203
14 H 0.216
15 H 0.195

***

[7]
Computed, not measured: 3 unconnected molecules or ions with the total composition C4H13ClO9P in a non-equilibrium geometry, with ωB97M-V/def2-TZVPD.

```
! RIJCOSX wB97M-V def2-TZVPD def2/J DEFGRID3
* xyz -1 1
Cl -3.5907 2.9907 0.8156
O -3.8555 1.9510 1.7746
O -4.1535 2.5416 -0.4167
O -4.1919 4.2495 1.1683
O -2.1531 3.1443 0.7580
C 3.4829 -1.8623 -0.7125
O 2.4341 -1.7767 -1.6650
P 1.6705 -0.4220 -1.9536
O 2.5202 0.6772 -2.4468
O 0.5261 -0.8838 -2.9842
C 0.3010 -2.2830 -3.2405
O 0.9169 -0.1492 -0.5767
C 0.6707 1.1783 -0.1101
H 4.4180 -2.1705 -1.1783
H 3.3084 -2.7058 -0.0366
H 3.5077 -0.9640 -0.1018
H -0.0211 -2.6666 -2.2691
H 1.1764 -2.7996 -3.6265
H -0.5256 -2.4237 -3.9333
H 1.2816 1.9313 -0.6092
H 0.8739 1.2268 0.9587
H -0.3756 1.4368 -0.2754
C -1.0775 -0.0268 3.6411
O -1.9438 -0.5756 2.6716
H -1.5331 0.1385 4.6234
H -0.2337 -0.7131 3.6897
H -0.6998 0.9730 3.3951
H -2.7334 -0.0164 2.6405
*
```

Summary:
ΔE to the lowest compared entry with this formula, charge and spin	0.00	kJ/mol
HOMO-LUMO gap	8.4689	eV

Here is what natural (NBO) gives for the atomic charges, in e:
1 Cl 2.566
2 O -0.918
3 O -0.879
4 O -0.871
5 O -0.894
6 C -0.242
7 O -0.831
8 P 2.570
9 O -1.099
10 O -0.808
11 C -0.243
12 O -0.822
13 C -0.261
14 H 0.185
15 H 0.180
16 H 0.197
17 H 0.189
18 H 0.184
19 H 0.190
20 H 0.196
21 H 0.184
22 H 0.227
23 C -0.243
24 O -0.731
25 H 0.151
26 H 0.163
27 H 0.165
28 H 0.494